No. 1
57
Properties=species:S:1:pos:R:3 method="wB97M-V/def2-TZVPD" homo_lumo_gap_ev="8.270 / 8.180" homo_ev="-7.568 / -7.645" multiplicity=4 relative_energy_ev=0.259
Co -0.599 0.211 -0.523
C -3.873 -2.103 0.939
C -2.493 -1.949 0.781
N -2.239 -0.938 -0.041
N -3.422 -0.426 -0.426
C -4.423 -1.112 0.148
B -3.495 0.678 -1.509
N -2.871 1.988 -0.982
C -3.390 3.226 -0.989
C -2.427 4.101 -0.524
C -1.319 3.290 -0.255
N -1.605 2.025 -0.534
N -2.615 0.182 -2.681
C -2.987 -0.150 -3.927
C -1.874 -0.611 -4.603
C -0.841 -0.526 -3.666
N -1.300 -0.045 -2.516
H -4.388 -2.832 1.540
H -1.685 -2.518 1.214
H -5.452 -0.859 -0.043
H -4.623 0.865 -1.850
H -4.397 3.403 -1.325
H -2.498 5.166 -0.399
H -0.349 3.569 0.125
H -4.010 -0.048 -4.248
H -1.823 -0.956 -5.621
H 0.200 -0.779 -3.783
Br -0.733 0.565 2.369
C 0.936 1.482 2.208
C 1.317 2.251 3.270
C 2.546 2.935 3.227
C 3.362 2.793 2.142
C 2.989 1.977 1.048
C 3.857 1.807 -0.053
C 3.490 1.018 -1.105
C 2.232 0.384 -1.109
C 1.316 0.529 -0.086
C 1.723 1.313 1.040
H 0.680 2.324 4.141
H 2.836 3.559 4.062
H 4.314 3.309 2.103
H 4.820 2.304 -0.040
H 4.162 0.889 -1.946
H 1.988 -0.253 -1.955
C 1.378 -4.625 0.841
As 1.581 -2.670 0.618
C 1.680 -2.272 2.540
C 3.525 -2.715 0.305
H 2.140 -5.013 1.518
H 1.471 -5.120 -0.126
H 0.393 -4.858 1.247
H 2.260 -3.044 3.048
H 0.682 -2.229 2.972
H 2.167 -1.309 2.697
H 4.023 -3.219 1.135
H 3.923 -1.706 0.205
H 3.741 -3.258 -0.616

---

No. 2
31
Properties=species:S:1:pos:R:3 method="wB97M-V/def2-TZVPD" homo_lumo_gap_ev=8.014 homo_ev=-9.744
C -0.455 -1.874 0.632
C 0.822 -1.614 -0.114
Cl 2.121 -2.651 0.109
C 0.923 -0.577 -0.934
Cl 2.336 -0.189 -1.835
N -0.142 0.339 -1.107
C -0.162 1.424 -0.321
N 0.714 1.704 0.608
C 0.334 2.842 1.139
N -0.761 3.279 0.574
N -1.553 4.417 0.840
N -1.114 2.388 -0.370
C -2.293 2.424 -1.214
C -3.478 1.789 -0.432
O -4.214 2.509 0.201
O -3.622 0.454 -0.471
H -0.693 -1.030 1.268
H -0.359 -2.789 1.190
H -1.248 -1.967 -0.102
H -0.848 0.194 -1.805
H 0.817 3.349 1.944
H -0.986 5.015 1.430
H -1.647 4.919 -0.039
H -2.595 3.434 -1.435
H -2.082 1.929 -2.154
H -2.791 0.051 -0.747
F 6.174 -6.548 0.390
Al 4.603 -5.966 0.631
F 4.127 -6.207 2.242
F 3.517 -6.753 -0.410
F 4.557 -4.293 0.294

---

No. 3
55
Properties=species:S:1:pos:R:3 method="wB97M-V/def2-TZVPD" homo_lumo_gap_ev="8.118 / 7.967" homo_ev="-18.747 / -18.738" multiplicity=2 total_charge=+3
Yb 0.058 0.022 -0.132
S -0.185 -2.765 -0.504
S -0.238 2.769 -0.499
C 1.430 -3.615 -0.445
C -0.342 -2.474 -2.293
C 0.347 -1.236 -2.864
N -0.249 -0.002 -2.318
C 0.320 1.242 -2.863
C -0.390 2.468 -2.292
H -1.418 -2.419 -2.479
H 0.051 -3.373 -2.777
H 0.270 -1.238 -3.965
H 1.417 -1.246 -2.634
H 0.249 1.243 -3.964
H 1.387 1.269 -2.623
H -1.466 2.395 -2.477
H -0.016 3.374 -2.781
C 1.383 3.608 -0.433
H -1.246 -0.012 -2.498
H 2.088 3.229 -1.180
H 1.819 3.526 0.566
H 1.176 4.663 -0.634
H 1.867 -3.484 0.550
H 2.117 -3.234 -1.205
H 1.263 -4.683 -0.607
C -2.400 -0.023 0.578
C -1.702 -0.018 1.727
H -2.760 -0.949 0.108
H -2.775 0.897 0.109
H -1.524 -0.953 2.287
H -1.507 0.917 2.275
C 1.427 -1.995 3.169
P 0.977 -0.297 2.532
C 0.290 0.248 4.108
C 2.164 1.313 2.346
C 3.305 1.321 1.324
P 2.884 0.623 -0.357
C 4.247 1.323 -1.331
C 3.477 -1.079 -0.065
H 0.468 -2.554 3.182
H 1.785 -1.995 4.200
H 2.087 -2.623 2.561
H 1.024 0.166 4.902
H -0.087 1.264 4.042
H -0.553 -0.412 4.285
H 1.419 2.041 2.000
H 2.449 1.621 3.360
H 3.637 2.360 1.133
H 4.176 0.739 1.667
H 5.203 1.073 -0.845
H 4.254 0.922 -2.355
H 4.153 2.415 -1.404
H 4.508 -1.039 0.305
H 2.847 -1.594 0.685
H 3.417 -1.677 -0.982

---

No. 4
11
Properties=species:S:1:pos:R:3 method="wB97M-V/def2-TZVPD" homo_lumo_gap_ev=6.832 homo_ev=-2.409 relative_energy_ev=6.261 total_charge=-1
C 0.300 1.796 0.595
C -1.035 -0.873 -0.418
N -0.734 -1.699 0.543
N 0.552 0.957 -0.274
O 1.569 1.102 -1.037
O 0.392 -2.430 0.341
H 1.113 -2.107 -0.289
H -0.574 1.531 1.358
H 0.805 2.708 0.885
H -1.790 -0.112 -0.303
H -0.599 -0.873 -1.402

---

| no. | calculated total energy (eV) |
| --- | --- |
| 1 | -201346.7941 |
| 2 | -61482.7848 |
| 3 | -88327.3723 |
| 4 | -9225.8995 |